Below is a structure of composition C25H22N4O2PtS, with properties calculated with the ωB97M-V functional and the def2-TZVPD basis.

XYZ file:
```
55
Properties=species:S:1:pos:R:3:forces:R:3:nbo_charge:R:1
C 3.941 -1.260 -2.196 0.023 -0.054 -0.025 -0.24
C -0.543 2.464 -0.552 0.042 0.031 0.118 0.10
C 1.162 1.162 4.506 -0.284 -0.341 -0.222 -0.22
H 0.673 1.011 5.458 0.029 0.046 0.012 0.26
H -3.026 -4.325 0.572 -0.005 -0.003 0.007 0.26
C -1.369 3.460 -0.009 -0.056 0.018 0.014 -0.23
H -2.022 -2.755 2.180 -0.009 0.013 0.002 0.24
S -0.472 -0.720 3.255 -0.185 -0.280 -0.281 0.55
C -2.299 -3.597 0.244 0.003 0.053 0.182 -0.21
H 2.935 1.747 1.025 -0.058 -0.041 -0.018 0.26
C -4.205 -0.104 -2.032 0.009 -0.005 -0.005 -0.16
C -2.332 1.162 -1.193 -0.070 -0.046 -0.028 0.22
H -5.308 2.582 -0.281 0.000 0.002 -0.001 0.23
C -0.784 -1.784 0.678 0.147 0.175 -0.074 -0.18
C -2.717 3.256 -0.015 0.023 -0.051 -0.013 -0.09
H 4.118 -1.996 -0.189 -0.017 -0.021 0.008 0.21
N 0.905 -0.147 1.140 0.381 0.389 -0.313 -0.50
H 2.518 2.659 5.191 -0.028 -0.015 0.039 0.25
H -0.735 -2.617 -2.620 0.002 0.006 0.019 0.23
H -4.592 -0.923 -2.624 -0.002 -0.002 -0.002 0.23
C 0.771 0.438 3.380 0.287 0.399 0.424 -0.18
O 1.651 1.754 -1.124 0.152 0.177 0.015 -0.77
H -6.172 0.619 -1.497 0.000 -0.001 0.001 0.24
C -3.237 2.093 -0.624 0.010 0.048 0.017 -0.11
H 3.608 3.008 3.018 0.004 -0.003 0.011 0.26
N 3.215 -0.050 -1.785 -0.054 0.022 -0.050 -0.79
C -5.107 0.782 -1.406 0.011 0.016 0.014 -0.19
H -3.396 3.983 0.411 -0.003 0.004 0.003 0.24
H 3.686 0.425 -1.020 -0.054 0.014 -0.029 0.41
H -0.905 4.347 0.398 0.000 -0.008 -0.007 0.27
C 3.719 -2.329 -1.150 -0.059 0.007 0.029 -0.24
N 2.270 -2.534 -1.000 -0.051 0.125 -0.028 -0.78
C -0.982 -2.627 -1.564 0.049 0.077 -0.016 -0.25
H 3.148 0.640 -2.530 0.035 -0.007 0.020 0.43
H -2.175 -0.562 -2.461 0.110 -0.087 -0.048 0.21
C -0.103 -0.910 1.555 -0.621 -0.370 0.633 0.15
C 0.946 2.680 -0.526 0.030 0.025 -0.017 0.74
C -4.631 1.865 -0.728 -0.008 -0.021 -0.013 -0.16
H 3.550 -1.580 -3.163 0.005 -0.011 0.004 0.21
H -2.337 -4.267 -1.797 0.000 -0.007 -0.003 0.25
H 4.236 -3.250 -1.422 0.017 0.013 -0.012 0.23
C -1.744 -2.716 1.133 -0.132 -0.146 0.016 -0.12
C 2.185 2.069 4.348 0.091 0.048 -0.089 -0.05
N -0.980 1.346 -1.085 -0.046 0.025 0.030 -0.45
C 2.469 1.559 1.982 0.240 0.267 0.086 -0.21
C -0.418 -1.704 -0.699 0.037 0.004 -0.075 -0.18
C -2.855 0.079 -1.930 -0.030 -0.004 0.019 -0.25
H 2.040 -3.046 -0.156 -0.001 0.022 0.015 0.40
C 2.826 2.265 3.090 0.106 0.044 -0.140 -0.15
O 1.432 3.645 0.012 -0.010 0.002 -0.001 -0.56
Pt 1.032 -0.250 -1.109 0.088 -0.309 -0.039 1.37
H 5.005 -1.054 -2.316 0.003 -0.014 -0.028 0.23
H 1.889 -3.060 -1.780 0.007 0.006 0.006 0.39
C 1.419 0.627 2.110 -0.162 -0.221 -0.075 0.29
C -1.903 -3.559 -1.101 0.009 -0.007 -0.089 -0.08
```
Positions in Å, forces in eV/Å.

Computed properties:
LUMO energy (spin up / spin down)   -7.045 / -9.973 eV
Net charge   +2
Spin multiplicity   5
DFT total energy   -1852.24382 Eh
E_HOMO (spin up / spin down)   -13.96 / -13.97 eV
Energy relative to the best compared isomer or geometry (same formula, charge and spin)   18.1 kcal per mole

***

Below is a structure of composition C25H22O2P2PtS3Sb, with properties calculated with the ωB97M-V functional and the def2-TZVPD basis.

XYZ file:
```
56
Properties=species:S:1:pos:R:3:forces:R:3:nbo_charge:R:1
C 2.049 0.585 5.311 0.021 0.013 -0.007 -0.17
O -1.672 2.049 -0.426 -0.209 -0.221 -0.294 -1.09
C 1.931 -0.971 0.161 0.101 -0.012 -0.108 -0.45
C -5.150 -0.157 -2.306 0.016 -0.007 0.010 -0.20
C -0.804 -0.249 0.740 -0.119 -0.008 0.017 -1.20
C -0.524 0.198 -2.123 0.035 0.008 -0.136 -0.39
S -1.489 4.907 0.689 0.100 0.008 0.057 -0.26
C 0.858 -0.043 4.984 -0.017 -0.018 -0.042 -0.23
C 2.678 -0.647 -0.967 0.007 -0.044 0.009 -0.19
H 0.216 -0.431 5.762 -0.001 0.001 -0.004 0.22
H 0.115 2.233 -2.353 -0.002 0.004 -0.009 0.25
C -3.641 -1.231 -0.233 -0.026 -0.022 -0.034 -0.21
H 0.432 -2.402 -4.072 0.001 0.002 0.005 0.22
H -3.069 -1.654 0.583 -0.008 0.008 0.017 0.21
C 1.071 -0.364 -4.314 -0.006 -0.007 0.001 -0.19
C 3.500 -2.905 -1.051 -0.018 -0.003 0.017 -0.21
H 1.532 1.733 -4.327 -0.006 -0.001 0.001 0.23
C 1.978 -2.260 0.691 -0.016 0.000 -0.007 -0.19
C -3.128 -0.189 -0.997 -0.185 0.031 0.015 -0.36
C 3.463 -1.620 -1.571 -0.020 0.030 0.022 -0.14
P -1.541 0.577 -0.698 0.009 0.196 0.115 1.98
H 3.788 1.608 4.576 -0.012 0.016 -0.005 0.23
S 1.681 4.384 1.251 -0.065 0.214 -0.004 -0.61
H 3.116 1.424 2.212 -0.010 0.012 0.006 0.24
H 2.636 0.360 -1.361 0.008 -0.012 0.004 0.25
H -0.459 -0.643 3.414 -0.011 -0.002 -0.006 0.20
C -3.891 0.351 -2.035 0.015 -0.036 0.021 -0.17
H 4.045 -1.372 -2.449 -0.002 0.002 0.003 0.21
H 4.113 -3.661 -1.524 0.001 0.004 0.004 0.22
C 2.760 -3.226 0.082 -0.006 0.007 -0.021 -0.21
C 2.869 1.102 4.315 -0.007 -0.027 0.022 -0.18
H 2.336 0.685 6.350 -0.005 0.009 -0.005 0.22
H 1.695 -0.584 -5.171 -0.002 0.001 0.003 0.22
C 0.479 -0.158 3.654 0.033 -0.029 0.013 -0.12
C 2.499 0.989 2.988 -0.059 0.032 -0.025 -0.15
C 0.362 -1.389 -3.698 0.000 0.024 0.007 -0.22
O 1.156 1.602 0.199 0.443 -0.669 -0.101 -1.10
C 1.299 0.355 2.653 0.075 0.071 0.168 -0.48
H -5.301 -2.550 0.088 0.004 0.002 0.002 0.22
Sb 0.213 6.231 2.014 0.295 0.653 0.226 0.87
H -3.500 1.174 -2.621 -0.002 0.001 0.002 0.23
H 1.416 -2.505 1.587 0.013 0.006 0.002 0.22
S -0.298 5.681 4.133 -0.128 -0.111 0.098 -0.85
H -6.639 -1.600 -1.755 0.004 0.008 0.001 0.22
P 0.916 0.292 0.918 0.113 0.184 0.032 2.01
C -5.655 -1.204 -1.543 0.001 0.001 -0.016 -0.18
C -0.442 -1.107 -2.606 0.020 0.017 0.016 -0.20
C -4.904 -1.740 -0.509 0.044 0.010 0.003 -0.20
C 0.183 1.225 -2.743 0.003 -0.055 -0.018 -0.19
H -5.740 0.264 -3.109 0.001 0.002 0.005 0.23
H 2.800 -4.227 0.492 0.000 0.002 0.000 0.22
H -1.386 0.100 1.597 -0.019 -0.024 0.012 0.30
C 0.980 0.938 -3.842 -0.020 -0.004 0.022 -0.20
Pt -0.068 3.279 0.422 -0.395 -0.266 -0.117 0.62
H -0.856 -1.336 0.668 0.020 -0.007 0.013 0.28
H -1.007 -1.904 -2.133 -0.007 0.005 -0.011 0.22
```
Positions in Å, forces in eV/Å.

Computed properties:
LUMO energy (spin up / spin down)   -0.049 / -1.343 eV
Spin multiplicity   2
DFT total energy   -3353.30820 Eh
E_HOMO (spin up / spin down)   -6.27 / -6.21 eV
Energy relative to the best compared isomer or geometry (same formula, charge and spin)   0.0 kcal per mole

***

Below is a structure of composition C25H23BF10N7RhS2 at a distorted geometry, with properties calculated with the ωB97M-V functional and the def2-TZVPD basis.

XYZ file:
```
69
Properties=species:S:1:pos:R:3:forces:R:3:nbo_charge:R:1
H -1.982 4.246 0.644 0.038 -0.001 0.017 0.20
C 4.680 -0.438 -2.983 -0.021 0.045 -0.076 -0.41
Rh 0.038 1.019 0.755 -0.502 -0.447 1.135 0.67
C -3.572 -0.099 2.778 -0.093 -0.104 0.035 0.26
F -3.271 -1.065 6.261 0.008 0.007 -0.034 -0.28
H -2.917 -0.711 -3.973 -0.017 0.004 -0.046 0.24
S 2.464 1.827 -3.145 0.000 0.043 0.137 -0.40
H -0.721 -0.571 -4.765 -0.028 0.063 0.015 -0.05
B -0.291 -0.076 -3.748 -0.027 0.045 -0.145 0.19
H -2.341 1.225 -1.480 -0.098 0.066 0.047 0.22
C 1.470 -1.900 -3.600 0.075 -0.102 -0.056 -0.06
F 6.168 -1.335 1.363 -0.110 -0.028 0.032 -0.28
C -1.126 -1.086 -1.345 0.017 -0.048 0.035 0.25
N 1.146 -0.559 -3.536 -0.108 -0.055 0.217 -0.54
N 3.287 -0.755 -3.208 0.070 0.037 0.143 -0.37
F -0.305 1.233 3.463 -0.042 -0.017 -0.064 -0.31
C 2.193 -1.475 2.314 0.052 -0.034 0.069 0.38
H 0.723 2.878 -1.013 -0.073 0.039 -0.008 0.22
C -1.474 0.577 3.583 0.037 0.044 0.161 0.28
C -1.759 0.054 4.827 -0.062 -0.033 0.015 0.28
C -2.539 -2.274 0.349 -0.015 -0.005 0.060 -0.42
F 0.910 -1.532 2.683 0.061 0.053 0.017 -0.30
C 4.054 -0.302 1.403 0.078 -0.106 -0.011 0.32
H 1.867 2.819 1.083 -0.113 -0.125 0.022 0.19
N -1.330 2.889 -0.834 0.233 -0.135 0.035 -0.38
N 1.893 0.810 1.619 0.125 0.495 0.743 -0.48
H 4.970 -0.655 -1.957 0.015 0.002 0.117 0.20
N -2.296 -1.626 -0.930 -0.052 0.057 0.078 -0.33
H -1.854 4.907 -0.998 -0.014 -0.005 0.029 0.21
H -2.404 -3.350 0.248 0.013 0.015 0.025 0.21
C -2.980 -0.555 5.064 0.035 0.045 -0.055 0.26
F 5.119 -3.591 2.476 -0.074 0.098 -0.041 -0.28
C 2.012 1.792 0.738 0.650 -0.101 -0.547 -0.17
N -1.979 1.053 1.262 -0.143 0.200 -0.443 -0.74
C -2.552 2.111 -0.879 0.035 0.075 -0.081 -0.21
H 2.588 1.675 -0.183 -0.108 0.033 -0.018 0.23
C -1.396 4.227 -0.277 0.011 -0.057 0.006 -0.41
H -3.936 1.114 0.353 0.115 -0.040 -0.028 0.21
H 5.298 -1.024 -3.661 0.004 0.002 -0.011 0.20
C -0.152 2.240 -0.979 -0.105 0.060 -0.286 -0.13
F 2.470 -3.669 3.111 0.037 0.030 -0.018 -0.28
F 4.622 0.792 0.880 -0.055 -0.088 0.034 -0.29
H -0.397 1.118 -3.737 0.051 -0.018 0.028 -0.02
C 2.696 -0.313 1.723 -0.151 -0.157 -0.527 0.01
S 0.264 -0.983 -0.296 0.198 0.268 -0.465 -0.04
F -0.871 0.170 5.815 -0.029 -0.010 -0.025 -0.28
F -4.518 -0.264 1.827 0.047 -0.034 0.023 -0.32
C 4.869 -1.390 1.667 0.041 0.017 -0.048 0.27
C 2.271 0.151 -3.280 0.056 0.119 -0.132 0.29
C -3.888 -0.614 4.025 0.024 0.004 0.031 0.28
C -3.211 -1.530 -1.942 0.008 0.038 -0.056 -0.08
F -5.073 -1.203 4.210 0.046 0.020 -0.002 -0.29
H -0.122 1.455 -1.728 -0.063 0.137 0.016 0.26
H -1.830 -1.887 1.079 -0.070 -0.023 -0.034 0.25
H 3.427 -2.895 -3.364 0.027 -0.046 -0.017 0.22
H 0.728 -2.644 -3.819 -0.042 -0.046 0.017 0.22
C -2.345 0.515 2.481 0.094 0.068 0.010 0.11
C -2.571 -0.945 -2.984 0.021 -0.158 0.063 -0.04
H -3.339 2.684 -1.376 0.048 0.025 -0.001 0.21
H -4.215 -1.897 -1.839 -0.050 -0.011 0.009 0.23
H 4.820 0.623 -3.176 0.002 -0.017 0.005 0.25
H -0.389 4.576 -0.058 -0.006 0.031 -0.023 0.21
H -3.357 2.610 1.053 -0.082 -0.043 0.005 0.17
C -3.033 1.709 0.509 -0.056 -0.041 -0.090 -0.24
C 4.339 -2.537 2.232 0.009 -0.044 0.038 0.28
C 2.991 -2.576 2.556 0.031 0.041 -0.044 0.26
N -1.274 -0.692 -2.617 0.021 -0.063 0.003 -0.46
C 2.792 -2.029 -3.390 -0.087 -0.058 -0.027 -0.08
H -3.557 -2.056 0.665 0.062 -0.025 -0.018 0.23
```
Positions in Å, forces in eV/Å.

Computed properties:
LUMO energy   -1.208 eV
Spin multiplicity   1
DFT total energy   -3280.10948 Eh
E_HOMO   -7.06 eV

***

Below is a structure of composition C25H23BMnN4O6SSe at a distorted geometry, with properties calculated with the ωB97M-V functional and the def2-TZVPD basis.

XYZ file:
```
62
Properties=species:S:1:pos:R:3:forces:R:3:nbo_charge:R:1
Mn -0.294 0.021 -0.027 -0.535 0.774 -0.429 1.17
C -1.108 -7.925 0.924 0.114 0.049 -0.100 -0.08
C 3.706 -0.863 -0.916 0.015 -0.019 0.058 -0.14
O 0.256 -0.110 -1.955 0.371 -0.073 -0.017 -0.59
O 0.667 -2.823 -0.832 -0.128 -0.233 -0.016 -0.71
C 2.757 5.011 -1.106 -0.049 -0.023 0.025 -0.19
H -1.411 -7.210 2.972 0.000 -0.004 0.003 0.20
S -0.980 4.658 0.376 0.002 0.085 -0.023 0.47
H -3.009 -8.953 0.975 0.000 0.001 0.012 0.23
C -1.129 2.955 0.592 -0.032 -0.139 0.198 0.31
H -2.229 1.529 1.565 -0.013 -0.039 -0.034 0.41
H 1.688 -5.289 -1.845 0.006 0.001 -0.005 0.24
H 3.469 5.760 -1.423 0.006 -0.002 -0.008 0.24
C 3.098 3.663 -1.130 -0.038 0.002 0.007 -0.17
C -1.095 -5.403 0.927 0.029 -0.039 -0.041 -0.25
H -2.973 3.067 1.477 0.019 0.029 -0.058 0.44
O 1.311 -0.202 3.648 -0.037 0.009 -0.027 -0.56
C -0.565 -6.591 0.404 -0.044 -0.066 0.032 0.05
H 2.234 -0.329 3.915 0.007 -0.004 -0.019 0.52
H -2.803 -7.933 -0.450 0.028 0.002 -0.008 0.22
C 2.200 2.686 -0.725 0.101 -0.119 -0.064 -0.28
C 4.292 -0.951 0.346 -0.085 0.021 0.045 -0.11
B -0.201 -2.147 -0.025 -0.174 0.104 -0.052 0.94
H 5.346 -1.175 0.434 0.006 -0.001 0.003 0.27
H 4.277 -1.006 -1.824 0.026 -0.017 0.012 0.28
H -1.868 -5.402 1.683 -0.003 0.003 0.002 0.25
C 0.620 4.407 -0.259 -0.032 0.124 0.020 -0.23
C 0.377 -4.182 -0.542 0.209 0.277 -0.135 0.18
H 1.218 6.437 -0.633 0.001 0.002 -0.004 0.25
C 0.934 3.049 -0.280 -0.302 -0.154 -0.263 0.20
N -2.186 2.482 1.247 -0.101 -0.146 0.121 -0.75
C 1.096 -0.236 2.374 0.055 0.043 -0.176 0.83
N -4.557 1.519 -0.663 0.007 0.066 0.052 -0.24
N 1.653 -0.398 0.141 0.402 0.036 0.197 -0.46
H 3.998 -0.831 2.478 0.031 0.005 -0.013 0.26
H -0.834 -10.040 0.677 0.000 -0.007 -0.004 0.23
C -0.418 -9.120 0.267 0.003 -0.016 0.008 -0.61
C 0.927 -5.315 -1.078 -0.072 -0.125 0.060 -0.23
C 3.532 -0.754 1.504 0.117 -0.043 -0.076 -0.15
C 0.428 -6.520 -0.578 0.042 0.047 -0.042 -0.19
H 1.350 -0.392 -4.033 0.016 -0.008 -0.001 0.54
C 2.355 -0.578 -0.964 -0.172 -0.115 -0.200 0.11
H -1.244 -8.955 2.820 -0.013 0.003 0.003 0.23
C -0.879 -8.000 2.439 -0.027 -0.008 0.053 -0.60
N -0.130 2.201 0.143 0.307 -0.006 0.103 -0.76
C 2.187 -0.476 1.351 -0.232 0.049 0.177 0.07
H 0.656 -9.132 0.462 -0.004 0.005 0.012 0.21
O 1.993 -0.530 -3.310 -0.109 0.022 0.012 -0.58
C 1.448 -0.395 -2.149 0.131 -0.009 0.132 0.84
H 0.181 -7.924 2.686 0.010 -0.001 -0.029 0.21
Se -2.564 -0.692 -0.481 -0.281 -0.367 0.248 0.23
C 1.502 5.393 -0.666 0.062 0.009 -0.030 -0.18
H 4.082 3.368 -1.469 0.010 -0.002 0.000 0.23
C -0.597 -4.230 0.428 -0.200 0.093 0.209 0.26
H -0.578 -9.143 -0.812 -0.010 0.004 0.002 0.21
C -2.610 -8.002 0.621 -0.058 0.005 0.029 -0.60
O -0.056 -0.059 1.953 0.213 -0.271 0.242 -0.58
H -3.166 -7.205 1.118 -0.002 -0.007 0.000 0.20
H 0.835 -7.435 -0.980 -0.002 0.005 -0.006 0.24
C -3.740 0.712 -0.584 0.297 0.175 -0.219 -0.03
O -0.972 -2.915 0.779 0.158 -0.177 -0.035 -0.68
H 2.521 1.657 -0.759 -0.048 0.189 0.058 0.17
```
Positions in Å, forces in eV/Å.

Computed properties:
LUMO energy (spin up / spin down)   -9.019 / -7.992 eV
Net charge   +2
Spin multiplicity   4
DFT total energy   -5611.98318 Eh
E_HOMO (spin up / spin down)   -13.78 / -13.78 eV